Record 1
ORCA calculation (ωB97M-V/def2-TZVPD) on a molecular structure, C37H38AuCl4N3O2P2.

Structure (XYZ):
```
87
C37H38AuCl4N3O2P2 (ωB97M-V/def2-TZVPD)
Au -0.426 -0.386 0.688
C 2.191 -1.424 -1.380
P 1.688 -0.265 -0.098
C 1.897 1.400 -0.816
N 2.985 1.653 -1.495
C 3.198 2.942 -1.861
C 4.354 3.275 -2.606
C 4.593 4.577 -2.930
C 3.698 5.600 -2.529
C 2.575 5.305 -1.816
C 2.298 3.960 -1.473
N 1.159 3.665 -0.797
C 0.944 2.410 -0.499
P -0.648 1.922 0.273
C -0.870 3.059 1.653
C -1.915 2.282 -1.025
C -1.505 1.533 -2.296
C -2.027 3.785 -1.292
C -3.256 1.750 -0.513
C 2.891 -0.313 1.306
C 2.573 -1.529 2.183
C 2.705 0.965 2.133
C 4.319 -0.404 0.763
H 3.158 -1.130 -1.784
H 1.438 -1.420 -2.167
H 2.241 -2.423 -0.946
H 5.026 2.477 -2.891
H 5.476 4.839 -3.497
H 3.914 6.626 -2.797
H 1.874 6.066 -1.502
H -0.663 4.078 1.330
H -0.201 2.750 2.458
H -1.893 2.972 2.021
H -0.587 1.937 -2.730
H -2.298 1.637 -3.040
H -1.372 0.463 -2.109
H -1.088 4.219 -1.631
H -2.359 4.323 -0.404
H -2.779 3.936 -2.070
H -3.231 0.675 -0.341
H -4.024 1.975 -1.258
H -3.555 2.222 0.425
H 1.598 -1.435 2.658
H 3.337 -1.587 2.962
H 2.595 -2.461 1.615
H 1.686 1.045 2.522
H 2.968 1.864 1.569
H 3.378 0.912 2.992
H 4.497 -1.346 0.241
H 5.005 -0.363 1.611
H 4.560 0.420 0.090
Cl -3.560 2.486 6.232
C -3.201 1.563 4.816
C -4.228 1.117 3.999
Cl -5.879 1.449 4.386
C -3.907 0.387 2.847
Cl -5.165 -0.200 1.804
C -2.596 0.088 2.513
O -2.335 -0.605 1.397
C -1.521 0.517 3.361
O -0.296 0.262 3.038
C -1.874 1.268 4.492
Cl -0.571 1.864 5.467
N -0.159 -2.398 0.877
C -0.631 -3.169 -0.009
C -0.441 -4.649 0.169
C 0.462 -5.118 1.123
C 0.642 -6.477 1.310
C -0.082 -7.389 0.551
C -0.987 -6.932 -0.393
C -1.165 -5.568 -0.585
C -1.366 -2.734 -1.245
C -2.619 -2.131 -1.156
C -3.279 -1.732 -2.311
C -2.696 -1.920 -3.556
C -1.451 -2.529 -3.649
C -0.798 -2.949 -2.499
H 1.000 -4.395 1.722
H 1.345 -6.829 2.055
H 0.057 -8.452 0.701
H -1.561 -7.636 -0.981
H -1.880 -5.221 -1.320
H -3.066 -1.970 -0.183
H -4.255 -1.270 -2.232
H -3.215 -1.606 -4.453
H -0.997 -2.693 -4.618
H 0.153 -3.464 -2.574
```

Computed properties:
Kohn-Sham gap in eV: 4.892
HOMO in eV: -6.49
Electronic energy in Eh: -4406.67179
LUMO energy in hartree: -0.059
Relative energy (zero: lowest compared OMol25 entry of this formula, charge and spin) in eV: 0.000



Record 2
ORCA calculation (ωB97M-V/def2-TZVPD) on 2 unconnected molecules or ions with the total composition C6H15N2 in a non-equilibrium geometry.

Structure (XYZ):
```
23
C6H15N2 (ωB97M-V/def2-TZVPD)
C -1.478 -1.798 0.233
C -1.269 -0.536 1.085
C -0.133 0.309 0.566
C 1.133 0.173 1.138
N 2.185 0.968 0.863
C -0.300 1.295 -0.369
C -1.543 1.879 -0.890
N 1.839 -1.302 -1.841
H -0.550 -2.357 0.122
H -2.211 -2.474 0.666
H -1.103 -0.855 2.107
H -2.163 0.075 1.023
H 1.246 -0.525 1.968
H 2.099 1.933 1.177
H 3.034 0.605 1.287
H 0.600 1.813 -0.695
H 2.598 -0.699 -2.131
H -2.403 1.615 -0.271
H -1.756 1.458 -1.878
H -1.486 2.963 -0.860
H -1.905 -1.519 -0.726
H 1.332 -0.857 -1.091
H 2.233 -2.165 -1.483
```

Computed properties:
Kohn-Sham gap in eV: 7.181
Charge: +1
HOMO in eV: -13.30
Electronic energy in Eh: -346.82267
LUMO energy in hartree: -0.225
Relative energy (zero: lowest compared OMol25 entry of this formula, charge and spin) in eV: 2.446



Record 3
ORCA calculation (ωB97M-V/def2-TZVPD) on 2 unconnected molecules or ions with the total composition C5H9O3.

Structure (XYZ):
```
17
C5H9O3 (ωB97M-V/def2-TZVPD)
O 1.152 -0.189 0.105
C 1.313 -1.412 0.342
O 0.527 -2.174 0.949
C 2.624 -2.019 -0.192
H 2.720 -3.085 0.026
H 2.675 -1.903 -1.277
H 3.472 -1.505 0.267
C -0.476 2.375 -0.099
C -1.778 1.627 -0.073
C -1.891 0.316 0.106
O -3.116 -0.313 -0.023
H -0.630 3.320 0.438
H 0.290 1.766 0.385
H -0.164 2.627 -1.115
H -2.710 2.133 -0.334
H -1.051 -0.307 0.398
H -2.957 -1.255 0.096
```

Computed properties:
Kohn-Sham gap in eV: 8.249
Charge: -1
HOMO in eV: -4.36
Electronic energy in Eh: -421.67759
LUMO energy in hartree: 0.143
Relative energy (zero: lowest compared OMol25 entry of this formula, charge and spin) in eV: 0.807



Record 4
ORCA calculation (ωB97M-V/def2-TZVPD) on a single C20H26FN5O molecule.

Structure (XYZ):
```
53
C20H26FN5O (ωB97M-V/def2-TZVPD)
O 1.577 3.833 0.537
C 1.607 3.069 1.485
N 0.643 2.162 1.720
C 0.608 1.164 2.766
H 1.393 1.329 3.500
C 0.748 -0.236 2.161
C -0.341 -0.473 1.120
H -0.215 -1.445 0.642
C -0.271 0.626 0.054
N -1.195 0.382 -1.027
C -2.604 0.560 -0.752
H -2.878 1.623 -0.629
C -3.407 -0.046 -1.933
N -2.522 -0.780 -2.814
C -2.117 -2.044 -2.394
C -0.801 -2.516 -2.330
C -0.490 -3.810 -1.959
C -1.491 -4.701 -1.623
C -2.807 -4.273 -1.681
C -3.106 -2.982 -2.063
H -4.141 -2.686 -2.130
H -3.609 -4.953 -1.437
H -1.248 -5.708 -1.326
H 0.550 -4.097 -1.928
F 0.262 -1.720 -2.621
C -1.573 0.142 -3.401
C -0.851 0.966 -2.306
H -1.148 2.027 -2.368
H 0.228 0.906 -2.443
H -0.867 -0.406 -4.021
H -2.143 0.807 -4.059
H -4.197 -0.693 -1.558
H -3.871 0.747 -2.526
H -2.848 0.031 0.170
C -0.418 1.998 0.747
H -0.337 2.809 0.021
H -1.382 2.062 1.262
H 0.732 0.589 -0.388
H -1.316 -0.462 1.611
H 0.683 -0.978 2.958
H 1.731 -0.329 1.695
H -0.363 1.243 3.272
C 2.779 3.131 2.479
N 3.574 1.936 2.445
C 4.255 1.445 1.391
C 4.839 0.271 1.808
C 4.444 0.139 3.145
N 3.679 1.149 3.512
H 4.682 -0.639 3.843
H 5.458 -0.391 1.240
H 4.272 1.954 0.449
H 2.426 3.274 3.502
H 3.386 3.993 2.186
```

Computed properties:
Kohn-Sham gap in eV: 8.590
SMILES string: O=C(Cn1cccn1)N1CCC[C@@H](N2CCN(c3ccccc3F)CC2)C1
HOMO in eV: -7.76
Electronic energy in Eh: -1226.58431
LUMO energy in hartree: 0.031
Relative energy (zero: lowest compared OMol25 entry of this formula, charge and spin) in eV: 0.257



Record 5
ORCA calculation (ωB97M-V/def2-TZVPD) on a single C12H16ClNO3 molecule in a non-equilibrium geometry.

Structure (XYZ):
```
33
C12H16ClNO3 (ωB97M-V/def2-TZVPD)
C -4.729 -0.348 1.004
H -4.093 -1.216 1.156
C -4.313 0.384 -0.265
C -2.854 0.829 -0.208
H -2.610 1.447 -1.079
H -2.670 1.412 0.701
O -2.063 -0.347 -0.205
C -0.717 -0.325 -0.125
C -0.114 -1.589 -0.095
C 1.252 -1.767 -0.024
C 2.078 -0.649 0.021
C 1.502 0.622 -0.004
C 0.132 0.805 -0.074
O -0.457 2.038 -0.098
C 0.358 3.193 -0.038
C -0.568 4.400 -0.051
H -1.169 4.400 -0.956
H 0.019 5.314 -0.013
H -1.233 4.369 0.807
H 0.958 3.184 0.881
H 1.034 3.222 -0.903
H 2.173 1.464 0.031
C 3.513 -0.815 0.093
N 4.292 0.188 0.135
O 5.646 -0.120 0.201
H 6.090 0.739 0.225
H 3.899 -1.835 0.108
H 1.661 -2.764 -0.004
Cl -1.149 -2.968 -0.150
H -4.936 1.268 -0.413
H -4.439 -0.275 -1.125
H -4.637 0.305 1.870
H -5.761 -0.682 0.930
```

Computed properties:
Kohn-Sham gap in eV: 8.721
SMILES string: CCCOc1c(Cl)cc(/C=N/O)cc1OCC
HOMO in eV: -8.02
Electronic energy in Eh: -1207.45598
LUMO energy in hartree: 0.026



Record 6
ORCA calculation (ωB97M-V/def2-TZVPD) on 2 unconnected molecules or ions with the total composition C16H27Br2N2O6S in a non-equilibrium geometry.

Structure (XYZ):
```
54
C16H27Br2N2O6S (ωB97M-V/def2-TZVPD)
C -3.310 2.979 -0.636
C -3.017 2.981 -2.155
N -1.593 3.405 -2.465
C -0.879 2.291 -2.932
C -1.133 1.884 -4.217
N -0.491 0.824 -4.705
Br -0.856 0.348 -6.472
C 0.379 0.122 -3.995
C 0.707 0.464 -2.705
C 1.754 -0.436 -2.064
Br 3.572 0.268 -2.357
C 1.492 -0.843 -0.603
C 1.822 -2.350 -0.337
C 0.064 1.597 -2.160
C 0.328 2.122 -0.754
O -0.170 1.571 0.201
O 1.044 3.270 -0.558
C 2.467 3.001 -0.597
C 3.265 3.926 0.352
O 2.513 4.367 1.469
H -2.424 2.722 -0.048
H -3.722 3.938 -0.310
H -4.090 2.232 -0.456
H -3.215 1.980 -2.552
H -3.707 3.660 -2.667
H -1.213 3.703 -1.571
H -1.831 2.411 -4.859
H 0.867 -0.729 -4.458
H 1.745 -1.361 -2.648
H 0.428 -0.720 -0.389
H 2.111 -0.275 0.095
H 2.450 -2.456 0.551
H 2.274 -2.818 -1.217
H 0.891 -2.878 -0.102
H 2.834 3.125 -1.621
H 2.612 1.976 -0.243
H 3.751 4.752 -0.170
H 4.087 3.307 0.752
H 2.328 3.569 1.977
O -1.145 -4.304 1.806
S -0.716 -3.372 2.804
O 0.671 -3.197 3.108
O -1.514 -3.648 4.149
C -1.501 -4.987 4.688
C -0.204 -5.297 5.409
C -1.420 -1.793 2.456
H -1.700 -5.714 3.899
H -2.331 -5.037 5.390
H 0.632 -5.346 4.712
H -0.275 -6.257 5.920
H 0.026 -4.521 6.139
H -2.485 -1.917 2.275
H -0.929 -1.401 1.567
H -1.244 -1.135 3.303
```

Computed properties:
Kohn-Sham gap in eV: 8.097
Charge: +1
HOMO in eV: -12.70
Electronic energy in Eh: -6732.70058
LUMO energy in hartree: -0.169